*one*
Below is 2 unconnected molecules or ions with the total composition C4H12NO2, with properties calculated with ωB97M-V with the def2-TZVPD basis set.

```
19
Properties=species:S:1:pos:R:3
C -1.038 1.048 0.364
O -1.758 0.053 -0.240
C 0.463 0.893 0.054
C 0.991 -0.427 0.577
C 1.399 -1.456 -0.462
N 2.628 -1.161 -1.197
H -1.157 1.055 1.471
H -1.328 2.062 0.032
H 0.987 1.722 0.533
H 0.534 0.987 -1.032
H 0.194 -0.963 1.095
H 1.787 -0.367 1.326
H 1.549 -2.396 0.082
H 0.622 -1.725 -1.177
H 2.525 -0.949 -2.176
H 3.216 -0.450 -0.791
H -3.176 0.633 0.077
H -4.385 0.392 1.038
O -4.053 1.052 0.427
```

Values from the calculation:
LUMO: 4.08 eV
frontier orbital gap: 7.219 eV
net charge: -1
spin multiplicity: 1

These are the natural (NBO) partial charges, in e, on atoms 1 to 8: C -0.02; O -0.95; C -0.44; C -0.42; C -0.20; N -0.87; H 0.09; H 0.10

*two*
Below is 2 unconnected molecules or ions with the total composition C4H12NO2, with properties calculated with ωB97M-V with the def2-TZVPD basis set.

```
19
Properties=species:S:1:pos:R:3
C -0.221 1.253 0.183
N 0.893 0.778 -0.631
C 0.369 0.417 -2.008
O -0.633 -0.472 -2.012
C -0.286 0.981 1.698
C -0.530 -0.481 2.160
H -1.129 0.767 -0.221
H -0.354 2.405 0.064
H 1.582 0.204 -0.125
H 1.369 0.107 -2.464
H -0.013 1.362 -2.363
H 0.535 1.401 2.216
H -1.271 1.567 1.975
H -1.544 -0.829 1.806
H -0.549 -0.654 3.267
H 0.197 -1.356 1.917
H 0.561 -3.305 -1.597
H 0.178 -1.684 -2.184
O 0.847 -2.461 -1.683
```

Values from the calculation:
LUMO: 3.97 eV
frontier orbital gap: 7.421 eV
net charge: -1
spin multiplicity: 1

These are the natural (NBO) partial charges, in e, on atoms 1 to 8: C -0.22; N -0.72; C 0.12; O -0.90; C -0.39; C -0.63; H 0.21; H 0.14

What is the stability order? It is *one*, *two*, from most stable to least stable.

*one*
Below is a molecular structure, C4H12NO2, with properties calculated with ωB97M-V with the def2-TZVPD basis set.

```
19
Properties=species:S:1:pos:R:3
C -0.485 -0.172 -0.536
O 0.136 0.062 -1.736
C 0.489 0.048 0.670
C -0.243 -0.137 2.009
C -0.120 0.977 3.082
N 1.695 -0.792 0.724
H -1.290 0.479 -0.137
H -0.719 -1.253 -0.542
H 0.943 1.039 0.478
H -1.301 -0.377 1.934
H 0.171 -1.060 2.408
H -0.070 1.969 2.621
H 0.663 0.782 3.803
H -1.084 1.049 3.609
H 1.460 -1.695 0.319
H 2.462 -0.429 0.184
H -0.568 -0.065 -2.609
H -0.942 0.692 -4.194
O -1.274 -0.057 -3.704
```

Values from the calculation:
LUMO: 3.76 eV
frontier orbital gap: 7.450 eV
net charge: -1
spin multiplicity: 1

These are the natural (NBO) partial charges, in e, on atoms 1 to 8: C -0.04; O -0.83; C -0.07; C -0.42; C -0.61; N -0.86; H 0.12; H 0.12

*two*
Below is a molecular structure, C4H12NO2, with properties calculated with ωB97M-V with the def2-TZVPD basis set.

```
19
Properties=species:S:1:pos:R:3
C 0.177 0.038 1.397
N 1.633 0.897 0.659
C 1.449 1.061 -0.748
O 0.241 1.692 -1.236
C -0.525 -1.368 1.459
C -0.498 -2.024 0.063
H -0.470 0.696 0.898
H 0.278 0.359 2.433
H 1.257 -0.206 0.938
H 1.561 0.153 -1.255
H 2.256 1.728 -1.136
H 0.013 -1.957 2.170
H -1.625 -1.235 1.757
H -0.898 -3.062 0.129
H 0.613 -2.041 -0.300
H -1.173 -1.366 -0.644
H -0.514 1.031 -1.236
H -2.479 0.280 -0.648
O -1.974 -0.054 -1.358
```

Values from the calculation:
LUMO: 3.95 eV
frontier orbital gap: 7.432 eV
net charge: -1
spin multiplicity: 1

These are the natural (NBO) partial charges, in e, on atoms 1 to 8: C -0.39; N -0.56; C 0.03; O -0.81; C -0.39; C -0.70; H 0.25; H 0.20

What is the stability order? It is *one*, *two*, from most stable to least stable.

*one*
Below is a molecular structure, C4H7NO3, with properties calculated with ωB97M-V with the def2-TZVPD basis set.

```
15
Properties=species:S:1:pos:R:3
C 0.634 -0.078 1.910
C 1.232 -0.212 -0.903
C -0.499 0.456 -0.439
C -0.263 0.057 0.752
N -1.416 0.616 -1.401
O 0.996 -0.886 -2.058
O -1.839 0.359 1.387
O 2.347 0.049 -0.539
H 1.844 -1.024 -2.515
H -2.395 -0.313 0.962
H -1.724 -0.194 -1.921
H -1.472 1.524 -1.842
H 1.592 0.407 1.730
H 0.155 0.377 2.772
H 0.808 -1.137 2.106
```

Values from the calculation:
LUMO: 0.51 eV
frontier orbital gap: 9.082 eV
spin multiplicity: 1

These are the natural (NBO) partial charges, in e, on atoms 1 to 8: C -0.69; C 0.70; C 0.15; C 0.32; N -0.83; O -0.72; O -0.84; O -0.62

*two*
Below is 2 unconnected molecules or ions with the total composition C4H7NO3, with properties calculated with ωB97M-V with the def2-TZVPD basis set.

```
15
Properties=species:S:1:pos:R:3
O -2.638 -0.220 -0.677
C -1.425 -0.375 -0.621
N -0.531 0.328 -1.371
C 0.952 0.515 -1.020
O 1.314 1.658 -1.260
C -0.830 -1.273 0.355
C 0.577 -1.193 0.695
O 1.165 0.020 0.449
H -1.032 1.199 -1.540
H 1.494 -0.330 -1.492
H 0.103 2.239 1.532
H -1.425 -1.916 0.996
H 1.133 -1.962 0.159
H 0.678 -1.357 1.781
H 0.464 2.666 2.013
```

Values from the calculation:
LUMO: -4.21 eV
frontier orbital gap: 4.600 eV
spin multiplicity: 1

These are the natural (NBO) partial charges, in e, on atoms 1 to 8: O -0.53; C 0.48; N -0.59; C 0.54; O -0.67; C 0.27; C -0.24; O -0.55

*three*
Below is C4H7NO3 in the gas phase, with properties calculated with ωB97M-V with the def2-TZVPD basis set.

```
15
Properties=species:S:1:pos:R:3
C -1.448 -1.099 0.903
C 0.000 -1.265 0.461
C 0.820 -0.083 0.870
O 1.305 0.107 1.954
N 1.010 0.960 -0.079
C 0.467 1.139 -1.327
O -0.179 0.372 -1.989
O 0.812 2.372 -1.763
H -1.817 -0.092 0.699
H -2.063 -1.860 0.433
H -1.518 -1.217 1.970
H 0.460 -2.130 0.922
H 0.063 -1.408 -0.609
H 1.583 1.732 0.206
H 0.503 2.474 -2.653
```

Values from the calculation:
LUMO: 0.59 eV
frontier orbital gap: 11.122 eV
spin multiplicity: 1

These are the natural (NBO) partial charges, in e, on atoms 1 to 8: C -0.59; C -0.52; C 0.72; O -0.56; N -0.68; C 0.89; O -0.62; O -0.69

*four*
Below is C4H7NO3 in the gas phase, with properties calculated with ωB97M-V with the def2-TZVPD basis set.

```
15
Properties=species:S:1:pos:R:3
C 0.130 -1.260 -0.342
C -1.668 0.577 -0.297
C 1.699 -0.959 -0.981
C -0.426 -0.056 0.230
O -0.027 1.875 1.451
O 2.373 -0.252 -0.190
N 0.354 0.580 1.074
O 1.877 -1.411 -2.081
H 0.238 1.943 2.379
H 1.461 0.413 0.735
H 0.418 -1.994 0.410
H -0.490 -1.706 -1.110
H -2.288 -0.154 -0.809
H -1.405 1.384 -0.984
H -2.245 1.021 0.514
```

Values from the calculation:
LUMO (alpha / beta): 0.00 / 0.00 eV
frontier orbital gap (alpha / beta): 9.199 / 9.198 eV
spin multiplicity: 1

These are the natural (NBO) partial charges, in e, on atoms 1 to 8: C -0.64; C -0.69; C 0.85; C 0.40; O -0.55; O -0.72; N -0.25; O -0.62

What is the stability order? It is *three*, *four*, *one*, *two*, from most stable to least stable.